{"formula": "C28H39AsBrGaN5O4S2", "method": "the ωB97M-V functional and the def2-TZVPD basis", "e_homo_ev": -10.5, "e_tot_ha": -9195.9740, "e_above_lowest_kcal_mol": 5.99, "spin_multiplicity": 1, "charge": 1, "elements": ["Ga", "Br", "C", "C", "C", "C", "C", "N", "C", "O", "O", "H", "H", "H", "O", "C", "O", "C", "C", "C", "C", "S", "C", "C", "H", "H", "H", "H", "H", "N", "C", "N", "C", "C", "C", "C", "C", "H", "H", "H", "H", "H", "H", "H", "H", "H", "H", "C", "C", "N", "C", "C", "N", "C", "C", "H", "H", "H", "H", "H", "H", "H", "H", "H", "H", "H", "H", "C", "As", "C", "C", "S", "H", "H", "H", "H", "H", "H", "H", "H", "H"], "xyz": [[0.030874, 0.378018, 0.501735], [-1.095133, 3.231275, 2.760509], [-1.577721, 1.460414, 3.183456], [-2.192411, 1.220506, 4.401995], [-2.512842, -0.084665, 4.726700], [-2.196935, -1.099094, 3.836788], [-1.580937, -0.765312, 2.649545], [-1.294422, 0.504838, 2.308237], [-1.174201, -1.861735, 1.676748], [-1.498877, -3.002422, 1.906671], [-0.503179, -1.456858, 0.642876], [-2.399477, 2.042936, 5.069760], [-2.991455, -0.306312, 5.671105], [-2.400515, -2.141012, 4.034665], [6.345548, -4.119596, -0.068784], [6.410043, -2.772999, 0.026574], [7.371720, -2.182027, -0.373848], [5.220030, -2.083783, 0.614411], [3.924912, -2.571266, 0.467568], [2.839911, -1.852064, 0.942835], [3.034729, -0.620571, 1.570787], [1.681026, 0.355609, 2.169732], [4.340588, -0.170788, 1.775300], [5.420749, -0.884440, 1.287590], [5.596851, -4.459520, 0.436081], [3.746135, -3.512194, -0.042272], [1.837282, -2.240595, 0.829612], [4.503389, 0.757125, 2.310119], [6.431724, -0.519246, 1.413252], [1.146466, -0.315158, -1.116861], [1.851076, -0.757200, -1.919213], [2.674547, -1.235044, -2.801958], [3.172144, -0.379817, -3.900188], [2.987421, -1.105657, -5.237033], [1.726594, -1.962857, -5.189621], [1.912356, -3.125267, -4.206421], [2.765788, -2.693738, -3.004478], [4.219765, -0.137995, -3.712495], [2.592398, 0.543823, -3.882806], [3.855487, -1.734221, -5.448075], [2.938258, -0.362792, -6.032702], [1.477733, -2.344739, -6.178514], [0.883692, -1.338145, -4.877568], [2.418178, -3.954777, -4.702959], [0.943851, -3.498499, -3.872439], [3.821594, -2.918986, -3.159043], [2.459640, -3.181168, -2.081455], [-2.825940, -0.348071, -0.547259], [-4.134706, -0.008188, -1.302067], [-3.947001, 1.144016, -2.175898], [-2.792982, 0.898156, -3.030435], [-1.500401, 0.780688, -2.187023], [-1.828166, 0.752087, -0.730995], [-2.527350, 2.015166, -0.354382], [-3.669339, 2.313856, -1.351702], [-2.372474, -1.268537, -0.905752], [-3.019360, -0.462457, 0.516829], [-4.939106, 0.222240, -0.602369], [-4.456538, -0.860635, -1.900534], [-2.706739, 1.714778, -3.747963], [-2.973690, -0.018242, -3.593931], [-0.822160, 1.614120, -2.362243], [-0.967723, -0.140558, -2.411711], [-1.812227, 2.833850, -0.316561], [-2.912926, 1.868562, 0.654552], [-3.403474, 3.140666, -2.011661], [-4.574965, 2.599244, -0.815498], [2.952633, 4.826295, -1.047859], [2.648254, 3.205591, -0.061510], [3.098233, 3.645484, 1.753753], [3.895410, 1.941255, -0.792569], [0.610137, 2.704603, -0.421554], [3.987827, 5.140893, -0.920081], [2.281451, 5.595518, -0.672253], [2.743446, 4.646547, -2.099979], [4.182306, 3.712397, 1.840512], [2.702603, 2.880574, 2.414314], [2.649133, 4.612266, 1.975312], [4.905115, 2.197746, -0.473776], [3.820232, 2.011385, -1.876832], [3.650250, 0.938805, -0.455048]], "atomic_forces_ev_per_a": [[0.08, 0.11, -0.09], [0.00, 0.02, -0.01], [-0.02, 0.00, -0.01], [0.00, 0.01, 0.00], [0.00, 0.00, 0.01], [0.00, 0.01, 0.00], [-0.01, 0.01, 0.01], [0.04, -0.06, 0.03], [-0.01, 0.00, -0.03], [0.01, -0.01, 0.02], [0.00, 0.03, 0.00], [0.00, 0.00, 0.00], [0.00, 0.00, 0.00], [0.00, 0.00, -0.01], [0.00, 0.01, 0.00], [-0.01, 0.00, -0.02], [0.00, 0.00, 0.01], [0.01, -0.03, 0.00], [-0.01, 0.00, 0.02], [0.04, 0.03, 0.04], [-0.12, -0.11, 0.06], [0.16, 0.05, -0.09], [0.02, 0.01, -0.01], [0.00, 0.02, 0.01], [0.01, 0.00, 0.01], [0.01, 0.00, 0.02], [-0.05, -0.01, -0.02], [0.00, 0.01, -0.01], [0.00, 0.01, 0.00], [-0.09, 0.02, -0.09], [0.08, 0.08, 0.07], [-0.04, -0.10, 0.00], [0.01, 0.00, -0.03], [0.01, 0.02, 0.01], [0.00, 0.01, -0.01], [0.02, -0.01, 0.02], [0.00, -0.01, -0.02], [0.00, 0.01, 0.00], [-0.01, 0.01, 0.00], [0.00, 0.00, 0.01], [0.01, 0.00, 0.00], [0.01, 0.00, 0.00], [-0.01, 0.00, 0.00], [-0.01, -0.01, 0.00], [0.00, 0.02, 0.01], [0.00, 0.01, 0.00], [0.00, 0.00, -0.02], [0.01, 0.01, 0.00], [0.00, 0.00, 0.00], [0.00, 0.01, 0.00], [0.00, 0.00, 0.00], [0.01, 0.01, 0.00], [-0.02, -0.13, 0.02], [0.01, 0.05, 0.02], [0.00, 0.00, 0.01], [0.01, -0.01, 0.00], [0.01, 0.00, 0.01], [0.00, 0.00, 0.00], [0.00, 0.00, 0.00], [0.00, 0.00, 0.00], [0.00, 0.00, 0.00], [-0.01, 0.00, 0.01], [0.02, 0.00, -0.01], [-0.04, -0.03, 0.00], [0.00, 0.00, 0.00], [0.00, 0.00, 0.00], [0.00, 0.00, 0.00], [0.00, -0.01, 0.00], [-0.05, 0.00, 0.02], [-0.03, 0.00, -0.03], [-0.01, -0.01, 0.01], [0.01, 0.02, 0.07], [0.00, 0.00, 0.00], [0.00, 0.00, 0.00], [0.00, 0.00, 0.00], [0.00, 0.01, -0.01], [0.01, -0.04, 0.02], [0.00, -0.01, 0.01], [0.00, 0.01, -0.01], [0.00, -0.02, -0.01], [-0.01, -0.01, 0.01]]}

***

{"formula": "C28H39Cl10N7O6", "method": "the ωB97M-V functional and the def2-TZVPD basis", "e_homo_ev": -10.0, "e_tot_ha": -6526.6822, "spin_multiplicity": 1, "elements": ["N", "C", "C", "C", "C", "C", "H", "H", "H", "H", "H", "N", "C", "C", "C", "C", "C", "H", "H", "H", "H", "H", "N", "C", "C", "C", "C", "C", "H", "H", "H", "H", "H", "N", "C", "C", "C", "C", "C", "H", "H", "H", "H", "H", "C", "N", "O", "O", "H", "H", "H", "C", "N", "O", "O", "H", "H", "H", "C", "N", "O", "O", "H", "H", "H", "C", "Cl", "Cl", "H", "H", "C", "Cl", "Cl", "H", "H", "C", "Cl", "Cl", "H", "H", "C", "Cl", "Cl", "H", "H", "C", "Cl", "Cl", "H", "H"], "xyz": [[0.034730, -3.337569, -2.914815], [0.102273, -3.566531, -1.592318], [1.280827, -3.646738, -0.876392], [2.465895, -3.621448, -1.604637], [2.428623, -3.455942, -2.972268], [1.188607, -3.306020, -3.588329], [-0.872381, -3.574465, -1.125513], [1.324965, -3.727354, 0.198127], [3.425253, -3.769177, -1.120846], [3.336576, -3.453794, -3.561121], [1.108808, -3.050316, -4.637665], [2.401794, 0.444731, 0.337038], [3.342956, 1.262683, 0.851734], [4.624687, 1.350365, 0.367637], [4.977209, 0.577598, -0.732219], [4.015875, -0.222315, -1.312413], [2.746350, -0.234821, -0.758873], [3.028435, 1.751348, 1.765880], [5.354922, 1.998583, 0.832944], [5.968676, 0.614917, -1.165404], [4.219267, -0.837170, -2.179105], [1.971427, -0.805036, -1.262910], [-3.406758, -0.097940, 1.788893], [-3.547273, 1.052827, 2.485945], [-4.357248, 2.084491, 2.053650], [-5.105690, 1.907378, 0.890650], [-5.051027, 0.692116, 0.249596], [-4.184456, -0.280339, 0.730706], [-2.884804, 1.118466, 3.339558], [-4.323889, 3.026656, 2.585062], [-5.762097, 2.650930, 0.455448], [-5.689736, 0.468892, -0.594730], [-4.154082, -1.254036, 0.251204], [0.789881, 1.132570, -3.343703], [1.452262, 2.196170, -2.851543], [2.769687, 2.510161, -3.154863], [3.416534, 1.738224, -4.114001], [2.726636, 0.676427, -4.670587], [1.450018, 0.384872, -4.222391], [0.870546, 2.723965, -2.104245], [3.260418, 3.340592, -2.667309], [4.438315, 1.920378, -4.419578], [3.180485, 0.010356, -5.393479], [0.930057, -0.483431, -4.612163], [2.970913, -2.568744, 1.998970], [4.151686, -1.815691, 2.502790], [5.231862, -2.004857, 2.005674], [3.954619, -1.046087, 3.420975], [2.990553, -3.484255, 2.585316], [3.130858, -2.759088, 0.943709], [2.080543, -1.958906, 2.106254], [1.280838, 0.594082, 4.219426], [0.912245, 1.256068, 5.507305], [1.375204, 0.826094, 6.532506], [0.184787, 2.228981, 5.400468], [1.905156, 1.326816, 3.712693], [0.399631, 0.430268, 3.616244], [1.804743, -0.314785, 4.488736], [-0.892927, 0.682262, 0.394172], [-0.778629, -0.786618, 0.315760], [-1.543853, -1.378286, -0.415183], [-0.045415, -1.338624, 1.111802], [-0.573932, 1.014080, 1.375329], [-1.912598, 1.000124, 0.218170], [-0.190449, 1.049938, -0.353753], [-2.385447, -1.871539, 3.838735], [-1.180280, -3.209229, 3.988991], [-1.833895, -0.421757, 4.702851], [-2.488684, -1.636072, 2.789384], [-3.282328, -2.238143, 4.315982], [-3.207732, -3.761939, 0.876245], [-3.984634, -3.659312, -0.701965], [-4.361690, -4.162646, 2.184693], [-2.426879, -4.511661, 0.865874], [-2.816166, -2.773382, 1.079651], [-2.178118, -0.407275, -3.412425], [-3.650370, -1.338819, -3.117046], [-2.064678, 0.206727, -5.081221], [-2.289167, 0.525678, -2.869640], [-1.280516, -0.917978, -3.089192], [-2.556040, 4.009781, -2.882728], [-3.787789, 5.279701, -2.927618], [-2.695856, 2.965239, -1.468876], [-2.632878, 3.377146, -3.761503], [-1.562907, 4.446137, -2.870516], [-1.982186, 4.812164, 2.072343], [-1.399302, 6.332776, 1.360848], [-0.590129, 3.779707, 2.454358], [-2.519361, 5.055116, 2.980488], [-2.572360, 4.255558, 1.354272]], "atomic_forces_ev_per_a": [[0.58, -0.33, 0.08], [-0.60, 0.57, -0.40], [0.53, -0.21, -0.43], [0.14, -0.24, 0.21], [-0.19, -0.09, -0.41], [-0.20, 0.51, 0.50], [0.10, -0.15, 0.28], [-0.38, -0.14, 0.04], [-0.03, 0.14, 0.10], [0.00, 0.04, 0.00], [0.05, -0.25, -0.14], [0.45, 0.51, -0.44], [-0.88, -1.00, 0.43], [0.59, 0.14, -0.28], [0.03, 0.10, -0.15], [-0.06, -0.11, 0.00], [-0.26, 0.05, 0.03], [0.19, 0.33, -0.09], [-0.07, 0.01, 0.07], [0.07, 0.04, 0.18], [0.05, 0.06, -0.02], [-0.09, -0.12, 0.24], [-0.55, 0.44, 0.46], [0.51, -0.46, -0.96], [0.12, 0.28, -0.17], [-0.19, 0.03, 0.05], [-0.05, -0.46, -0.04], [-0.35, -0.11, -0.04], [-0.37, 0.41, -0.09], [-0.29, -0.03, 0.06], [0.13, 0.30, 0.34], [0.13, 0.08, -0.09], [0.17, 0.19, -0.10], [0.49, 0.34, 0.10], [-0.41, -0.76, 0.30], [-0.17, 0.04, -0.27], [-0.15, -0.06, 0.03], [0.20, -0.36, 0.09], [-0.27, 0.07, -0.15], [0.25, 0.39, 0.01], [-0.01, 0.02, 0.00], [0.01, 0.18, 0.09], [0.08, 0.13, -0.05], [-0.09, 0.03, 0.01], [0.35, 0.04, -0.30], [-0.34, 0.66, 0.25], [0.38, -0.37, -0.49], [-0.15, 0.11, 0.22], [-0.40, -0.06, -0.08], [0.20, -0.14, 0.06], [0.00, -0.09, 0.36], [0.42, 0.13, 0.32], [-0.42, 0.28, -0.84], [0.04, -0.09, 0.28], [-0.03, -0.05, 0.31], [0.23, -0.21, 0.02], [-0.18, -0.07, 0.15], [0.09, 0.01, -0.31], [0.73, 0.56, -0.28], [-1.06, -0.10, 1.47], [0.10, 0.07, -0.67], [0.32, -0.12, -0.17], [0.14, -0.19, 0.01], [0.08, -0.30, -0.31], [-0.14, 0.22, -0.03], [0.83, -0.82, 0.46], [-0.20, 0.33, -0.04], [0.02, -0.43, 0.26], [-0.10, 0.10, 0.24], [-0.17, 0.13, -0.10], [-0.29, 0.20, 0.30], [-0.01, -0.36, 0.02], [0.18, 0.02, -0.30], [-0.04, -0.04, -0.04], [0.16, -0.08, 0.09], [-0.40, 1.25, 0.25], [0.27, -0.05, -0.22], [0.11, -0.47, -0.20], [0.10, -0.28, 0.41], [-0.08, -0.37, -0.31], [0.31, -0.03, -0.38], [0.21, -0.20, 0.01], [-0.11, -0.02, 0.19], [-0.26, 0.06, 0.00], [-0.13, 0.24, 0.13], [0.58, 0.05, -0.22], [-0.31, -0.10, -0.06], [-0.12, -0.13, 0.21], [0.01, -0.10, 0.03], [-0.16, 0.26, -0.07]]}

***

| no. | LUMO (eV) | frontier orbital gap (eV) | M (g/mol) |
| --- | --- | --- | --- |
| 1 | -2.51 | 8.0234 | 798.33 |
| 2 | 0.01 | 10.0032 | 924.19 |